1.
The following is a quantum chemistry calculation of a molecular structure, C4H8Br2HgO4 in a non-equilibrium geometry, from the OMol25 dataset.

Element x y z (Å)
1 Hg 1.42 -0.29 0.16
2 C -1.22 1.94 -0.07
3 C -1.84 0.56 -0.22
4 C -2.54 0.50 -1.59
5 O -0.83 -0.41 -0.16
6 H -0.47 2.14 -0.83
7 H -0.81 2.14 0.93
8 H -2.03 2.69 -0.15
9 H -2.50 0.32 0.63
10 H -1.84 0.48 -2.43
11 H -3.19 1.37 -1.73
12 H -3.23 -0.34 -1.68
13 O 3.58 -3.28 1.93
14 C 2.89 -2.38 1.22
15 O 3.49 -1.64 0.39
16 O 1.64 -2.27 1.39
17 H 2.98 -3.92 2.32
18 Br 2.16 1.61 2.07
19 Br 2.35 0.79 -2.18

## Properties
**Net charge**: -2
**LUMO level**: 5.41 eV


2.
The following is a quantum chemistry calculation of a single CH4N2O2S molecule in a non-equilibrium geometry, from the OMol25 dataset.

Element x y z (Å)
1 O 2.37 0.05 -0.05
2 N 1.13 -0.58 -0.05
3 C 0.00 0.17 0.00
4 S 0.00 1.84 0.00
5 N -1.13 -0.59 0.04
6 O -2.35 0.05 0.06
7 H 2.20 0.93 0.30
8 H 1.16 -1.39 0.60
9 H -1.16 -1.40 -0.57
10 H -2.21 0.92 -0.33

## Properties
**Structure (SMILES)**: ONC(=S)NO
**LUMO level**: 0.64 eV


3.
The following is a quantum chemistry calculation of 2 unconnected molecules or ions with the total composition C10H16O in a non-equilibrium geometry, from the OMol25 dataset.

Element x y z (Å)
1 C 2.50 0.13 -2.87
2 C 2.09 -0.43 -1.52
3 C 0.64 -0.63 -1.29
4 C -0.12 0.41 -0.76
5 C -1.41 0.27 -0.27
6 C -2.03 -0.92 -0.64
7 O -3.26 -1.18 -0.06
8 C -1.39 -1.92 -1.35
9 C -0.04 -1.85 -1.62
10 H 2.57 -0.77 -3.52
11 H 3.29 0.87 -2.84
12 H 1.64 0.58 -3.37
13 H 2.65 -1.31 -1.18
14 H 2.48 0.22 -0.69
15 H 0.38 1.35 -0.52
16 H -1.87 0.96 0.42
17 H -3.46 -0.76 0.76
18 H -1.97 -2.73 -1.76
19 H 0.42 -2.51 -2.33
20 C -0.89 1.78 2.89
21 C 0.11 0.81 3.43
22 H -0.80 2.16 1.87
23 H -1.89 1.39 3.06
24 H -0.94 2.77 3.39
25 H -0.26 -0.10 3.92
26 H 0.70 0.15 2.76
27 H 0.86 1.27 4.07

## Properties
**Structure (SMILES)**: CCc1ccc(O)cc1.CC
**LUMO level**: 0.81 eV


4.
The following is a quantum chemistry calculation of a molecular structure, C19H40N4PSSi2SrTe in a non-equilibrium geometry, from the OMol25 dataset.

Element x y z (Å)
1 Sr -0.23 -0.70 0.09
2 C -1.36 3.39 1.73
3 C -1.35 2.16 0.86
4 N -0.24 1.63 0.45
5 N 0.89 2.25 0.74
6 C 2.05 1.70 0.45
7 N 3.12 2.50 0.63
8 S 2.41 0.09 -0.02
9 C -2.58 1.60 0.34
10 C -3.81 2.27 0.45
11 C -4.91 1.78 -0.20
12 C -4.78 0.62 -0.97
13 C -3.56 -0.02 -0.97
14 N -2.49 0.43 -0.33
15 H -0.51 3.32 2.41
16 H -2.27 3.49 2.30
17 H -1.21 4.27 1.11
18 H 2.99 3.48 0.80
19 H 4.04 2.14 0.41
20 H -3.87 3.18 1.02
21 H -5.86 2.29 -0.14
22 H -5.60 0.24 -1.55
23 H -3.41 -0.93 -1.54
24 C -3.29 -5.42 0.22
25 Si -2.79 -4.50 1.81
26 C -3.32 -2.67 1.68
27 C -3.57 -5.32 3.34
28 C -0.90 -4.61 2.13
29 Te 0.51 -3.66 0.79
30 C 0.53 -5.27 -0.65
31 Si 2.29 -6.04 -0.56
32 C 3.41 -4.71 -1.36
33 C 2.43 -7.70 -1.47
34 C 2.73 -6.37 1.27
35 H -4.37 -5.39 0.11
36 H -3.00 -6.46 0.26
37 H -2.86 -4.99 -0.68
38 H -4.40 -2.60 1.60
39 H -2.90 -2.18 0.80
40 H -3.02 -2.09 2.55
41 H -4.65 -5.36 3.27
42 H -3.32 -4.78 4.25
43 H -3.22 -6.34 3.46
44 H -0.58 -5.66 2.16
45 H -0.68 -4.20 3.11
46 H 0.32 -4.87 -1.64
47 H -0.27 -5.96 -0.38
48 H 3.22 -4.64 -2.42
49 H 4.46 -4.95 -1.24
50 H 3.25 -3.72 -0.93
51 H 2.21 -7.62 -2.53
52 H 1.75 -8.44 -1.05
53 H 3.43 -8.09 -1.37
54 H 2.77 -5.45 1.87
55 H 3.69 -6.85 1.35
56 H 1.99 -7.03 1.73
57 C -0.53 -0.21 4.61
58 P 0.66 -0.41 3.22
59 C 1.90 0.86 3.71
60 C 1.60 -1.89 3.79
61 H -0.04 -0.33 5.57
62 H -1.32 -0.96 4.51
63 H -0.98 0.78 4.55
64 H 2.15 0.73 4.77
65 H 1.53 1.86 3.53
66 H 2.80 0.71 3.12
67 H 2.00 -1.72 4.79
68 H 2.41 -2.08 3.10
69 H 0.94 -2.76 3.82

## Properties
**Net charge**: +1
**LUMO level**: -3.00 eV


5.
The following is a quantum chemistry calculation of a single H4N2 molecule in a non-equilibrium geometry, from the OMol25 dataset.

Element x y z (Å)
1 N 0.71 0.44 -0.05
2 N -0.70 0.00 0.40
3 H 1.22 -0.36 -0.34
4 H 0.58 1.11 -0.71
5 H -1.09 -0.47 -0.38
6 H -0.73 -0.71 1.09

## Properties
**Structure (SMILES)**: NN
**LUMO level**: 1.32 eV


6.
The following is a quantum chemistry calculation of a molecular structure, C28H45ClF3N4O7ReSSi4Te in a non-equilibrium geometry, from the OMol25 dataset.

Element x y z (Å)
1 Re -1.78 -0.49 -1.07
2 F -7.08 1.66 2.01
3 C -6.32 1.25 0.93
4 F -6.54 -0.10 0.82
5 F -6.82 1.85 -0.17
6 C -4.84 1.47 1.12
7 C -4.27 2.31 2.10
8 C -2.89 2.21 2.37
9 C -2.09 1.51 1.50
10 N -2.62 0.91 0.40
11 C -3.97 0.81 0.20
12 S -4.41 -0.14 -1.16
13 H -4.95 2.89 2.76
14 H -2.49 2.73 3.24
15 H -1.03 1.28 1.61
16 O 0.40 0.18 -4.08
17 C 0.91 -0.98 -3.48
18 C -0.23 -1.99 -3.38
19 C -0.25 -3.13 -4.20
20 C -1.40 -3.88 -4.38
21 C -2.55 -3.53 -3.63
22 C -2.41 -2.56 -2.65
23 N -1.27 -1.79 -2.52
24 H 0.63 0.30 -5.01
25 H 1.24 -0.75 -2.47
26 H 1.79 -1.40 -4.01
27 H 0.69 -3.44 -4.69
28 H -1.43 -4.70 -5.10
29 H -3.52 -3.97 -3.68
30 H -3.23 -2.33 -1.93
31 O 0.43 1.00 -6.74
32 C -0.16 2.31 -7.08
33 N -1.62 2.31 -7.07
34 C -2.45 1.76 -6.01
35 O -3.45 1.17 -6.35
36 C -1.93 2.02 -4.62
37 C -1.23 3.17 -4.29
38 C -0.81 3.28 -2.97
39 C -1.16 2.31 -2.07
40 N -1.78 1.16 -2.43
41 C -2.30 1.12 -3.67
42 H 0.34 0.44 -7.56
43 H 0.17 2.68 -8.04
44 H 0.19 2.97 -6.28
45 H -2.06 2.04 -7.98
46 H -1.06 3.97 -5.00
47 H -0.27 4.17 -2.67
48 H -1.02 2.46 -0.99
49 H -2.92 0.27 -3.93
50 O 1.32 -1.33 2.99
51 Cl -3.02 -2.55 4.94
52 O -2.57 -3.09 3.57
53 O -2.72 -1.08 4.91
54 O -1.85 -1.73 0.05
55 C 3.63 2.00 4.23
56 Si 2.02 2.04 3.27
57 C 0.58 2.27 4.45
58 C 2.10 3.47 2.03
59 Si 1.68 -0.06 2.08
60 Te 0.68 0.44 -0.48
61 Si 1.18 -2.83 4.19
62 C 0.09 -2.54 5.57
63 C 0.59 -3.88 2.86
64 C 2.76 -3.16 4.90
65 Si 3.94 -0.58 1.14
66 C 4.77 0.82 0.15
67 C 3.79 -2.02 -0.06
68 C 5.11 -1.09 2.53
69 H 3.40 2.67 5.11
70 H 4.45 2.45 3.67
71 H 3.89 1.07 4.69
72 H 0.06 3.26 4.30
73 H 0.96 2.31 5.50
74 H -0.16 1.47 4.38
75 H 1.83 4.44 2.50
76 H 1.36 3.27 1.24
77 H 3.08 3.57 1.59
78 H -0.23 -3.45 6.07
79 H -0.75 -1.92 5.20
80 H 0.67 -1.92 6.31
81 H 0.49 -3.23 1.97
82 H -0.32 -4.40 3.17
83 H 1.40 -4.64 2.66
84 H 2.90 -2.56 5.83
85 H 3.63 -2.98 4.25
86 H 2.77 -4.22 5.25
87 H 4.13 1.13 -0.70
88 H 5.74 0.47 -0.29
89 H 5.00 1.72 0.77
90 H 3.71 -1.64 -1.09
91 H 2.93 -2.67 0.22
92 H 4.68 -2.63 0.03
93 H 4.70 -0.93 3.54
94 H 6.00 -0.39 2.46
95 H 5.39 -2.16 2.39

## Properties
**Net charge**: +1
**LUMO level (alpha / beta)**: -3.21 / -4.47 eV
**Spin multiplicity**: 4


7.
The following is a quantum chemistry calculation of 2 unconnected molecules or ions with the total composition C5H7NO, from the OMol25 dataset.

Element x y z (Å)
1 O -2.17 -0.41 -0.31
2 C -1.96 0.66 0.32
3 N -0.85 0.76 0.96
4 C -0.30 -1.15 0.23
5 C 0.63 -0.69 -0.86
6 C 1.68 0.23 -0.43
7 C 2.57 0.97 -0.08
8 H -2.72 1.46 0.30
9 H -0.60 1.63 1.43
10 H -0.88 -2.02 -0.04
11 H 0.13 -1.23 1.21
12 H 1.09 -1.59 -1.29
13 H 0.04 -0.24 -1.67
14 H 3.35 1.63 0.23

## Properties
**LUMO level**: 0.42 eV


8.
The following is a quantum chemistry calculation of 3 unconnected molecules or ions with the total composition C3H12NO3 in a non-equilibrium geometry, from the OMol25 dataset.

Element x y z (Å)
1 O 0.41 -0.06 2.60
2 C 0.12 -0.18 1.41
3 C 0.75 -1.28 0.60
4 N 0.52 -1.07 -0.86
5 C 1.57 -1.71 -1.71
6 H -0.50 0.52 0.86
7 H 1.79 -1.40 0.83
8 H 0.24 -2.24 0.83
9 H -0.44 -1.31 -1.12
10 H 0.59 -0.03 -1.04
11 H 1.14 -2.03 -2.66
12 H 2.01 -2.55 -1.20
13 H 2.33 -0.95 -1.85
14 H -2.52 2.91 2.42
15 H -3.30 2.25 1.30
16 O -2.41 2.39 1.62
17 H -0.23 2.64 -1.13
18 H -1.28 2.17 -0.04
19 O -0.80 1.93 -0.85

## Properties
**LUMO level (alpha / beta)**: 0.57 / 0.35 eV
**Spin multiplicity**: 2


9.
The following is a quantum chemistry calculation of 2 unconnected molecules or ions with the total composition C7H13N3O in a non-equilibrium geometry, from the OMol25 dataset.

Element x y z (Å)
1 C 1.49 1.19 1.35
2 C 1.04 1.91 0.19
3 C 0.08 1.66 -0.84
4 N 0.31 2.58 -1.79
5 C 1.40 3.35 -1.35
6 N 1.77 3.06 -0.15
7 H 1.43 0.10 1.51
8 H 0.60 1.49 2.16
9 H 2.41 1.44 1.77
10 H -0.84 1.01 -0.70
11 H 0.01 2.64 -2.75
12 H 1.65 4.34 -1.66
13 C -0.78 -2.88 1.59
14 C -0.43 -2.24 0.22
15 C -1.34 -1.21 -0.17
16 N -1.58 -1.32 -1.58
17 O -1.84 -0.23 0.38
18 H -1.62 -3.59 1.74
19 H -0.85 -2.01 2.24
20 H 0.09 -3.53 1.80
21 H 0.65 -2.00 0.48
22 H -0.18 -3.00 -0.35
23 H -1.96 -0.53 -2.02
24 H -1.50 -2.21 -2.08

## Properties
**Structure (SMILES)**: Cc1c[nH]cn1.CCC(N)=O
**LUMO level**: 0.65 eV


10.
The following is a quantum chemistry calculation of 2 unconnected molecules or ions with the total composition C5H6O2 in a non-equilibrium geometry, from the OMol25 dataset.

Element x y z (Å)
1 C -0.48 -1.60 2.61
2 C -0.19 -0.88 1.70
3 C 0.22 -0.12 0.57
4 C 0.16 -0.74 -0.74
5 O -0.79 0.39 -0.25
6 H -0.74 -2.22 3.43
7 H 1.03 0.60 0.70
8 H 1.07 -0.70 -1.38
9 H -0.52 -1.53 -1.01
10 C -0.03 1.77 -1.46
11 O 0.72 2.47 -0.81
12 H 0.30 0.84 -1.95
13 H -1.05 2.05 -1.79

## Properties
**Structure (SMILES)**: C#C[C@H]1CO1.C=O
**LUMO level**: 0.79 eV


11.
The following is a quantum chemistry calculation of 7 unconnected molecules or ions with the total composition H14O6S2 in a non-equilibrium geometry, from the OMol25 dataset.

Element x y z (Å)
1 S 2.49 1.08 -1.41
2 S 2.75 1.94 0.53
3 H 3.13 -0.11 -1.48
4 H 2.92 0.76 1.17
5 O -0.63 -3.66 0.65
6 H -0.44 -3.99 1.53
7 H -1.61 -3.68 0.60
8 O 1.52 -1.23 0.99
9 H 1.91 -0.88 0.19
10 H 0.62 -1.49 0.72
11 O 0.35 3.89 -2.24
12 H 0.72 4.43 -1.53
13 H 0.11 2.98 -2.08
14 O -1.47 -0.46 -1.03
15 H -1.43 -0.85 -1.92
16 H -1.92 0.34 -1.43
17 O -3.47 1.17 -1.39
18 H -3.21 1.19 -0.47
19 H -3.96 0.35 -1.47
20 O 0.40 -0.91 3.52
21 H 0.24 -0.02 3.82
22 H 0.96 -0.83 2.73

## Properties
**Structure (SMILES)**: SS.O.O.O.O.O.O
**LUMO level**: -0.20 eV


12.
The following is a quantum chemistry calculation of a molecular structure, C23H32IrN8O5 in a non-equilibrium geometry, from the OMol25 dataset.

Element x y z (Å)
1 Ir 0.00 0.47 0.38
2 O 6.21 -2.78 -0.92
3 C 5.89 -1.59 -1.07
4 O 6.55 -0.59 -1.42
5 C 4.42 -1.26 -0.79
6 C 3.63 -0.68 -1.78
7 C 2.34 -0.30 -1.49
8 N 1.80 -0.43 -0.27
9 C 2.54 -1.04 0.67
10 C 3.83 -1.48 0.45
11 C 1.83 -1.24 2.00
12 O 2.15 -2.16 2.73
13 O 0.87 -0.40 2.19
14 H 4.03 -0.51 -2.77
15 H 1.69 0.13 -2.24
16 H 4.36 -1.99 1.24
17 C -5.45 1.44 0.49
18 N -4.11 1.82 0.08
19 C -3.98 2.97 -0.69
20 C -2.73 3.37 -1.03
21 C -1.68 2.56 -0.64
22 N -1.77 1.34 0.01
23 C -3.06 1.01 0.46
24 O -3.26 0.03 1.17
25 N -0.30 2.91 -0.84
26 H -5.95 2.29 0.95
27 H -5.38 0.63 1.21
28 H -6.03 1.11 -0.37
29 H -4.89 3.51 -0.91
30 H -2.57 4.28 -1.59
31 H -0.22 3.92 -1.01
32 H 0.12 2.39 -1.63
33 C 0.17 -2.81 -0.41
34 N -0.82 -1.80 0.06
35 C -1.34 -2.29 1.37
36 N -1.94 -3.62 1.25
37 C -0.93 -4.55 0.76
38 N -0.41 -4.14 -0.55
39 C -1.52 -4.07 -1.49
40 N -2.55 -3.12 -1.06
41 C -1.93 -1.80 -0.92
42 C -3.03 -3.54 0.27
43 H 0.99 -2.86 0.30
44 H 0.56 -2.49 -1.38
45 H -2.09 -1.59 1.72
46 H -0.52 -2.32 2.08
47 H -1.37 -5.55 0.66
48 H -0.11 -4.59 1.47
49 H -1.96 -5.06 -1.59
50 H -1.13 -3.75 -2.46
51 H -2.69 -1.10 -0.59
52 H -1.54 -1.48 -1.89
53 H -3.50 -4.52 0.17
54 H -3.76 -2.82 0.62
55 C 2.49 2.65 1.77
56 C 1.82 3.17 0.49
57 C 2.74 2.92 -0.70
58 C 1.60 4.68 0.62
59 C 0.46 2.45 0.40
60 H 3.49 3.07 1.87
61 H 2.56 1.57 1.75
62 H 1.91 2.93 2.65
63 H 3.69 3.43 -0.55
64 H 2.32 3.30 -1.64
65 H 2.96 1.86 -0.82
66 H 2.54 5.18 0.89
67 H 0.86 4.91 1.39
68 H 1.27 5.14 -0.32
69 H -0.13 2.87 1.23

## Properties
**Net charge**: -1
**LUMO level**: 1.81 eV